27
Properties=species:S:1:pos:R:3 method="wB97M-V/def2-TZVPD" multiplicity=1 e_homo_ev=-7.5 lumo_energy_ev=0.700 orbital_gap_ev=8.2
C -2.583 0.665 -2.508
C -0.159 -0.442 -0.290
C 1.176 -0.486 2.334
C 2.242 -2.055 -0.181
C 2.356 0.720 -0.193
C -2.976 0.456 0.021
C -0.816 2.308 0.259
P -3.040 1.745 -1.332
P -1.252 0.738 0.673
P 1.412 -0.569 0.583
H -2.416 0.952 -3.526
H -2.184 -0.322 -2.205
H 0.011 -0.037 -1.352
H -0.812 -1.297 -0.456
H 2.188 -0.710 2.798
H 0.357 -1.059 2.796
H 3.311 -2.118 0.184
H 1.814 -2.901 0.346
H 2.368 -2.184 -1.236
H 1.557 1.425 -0.509
H 2.789 1.395 0.800
H 3.117 0.374 -0.949
H -3.160 -0.541 -0.454
H -3.776 0.606 0.751
H -1.500 3.001 0.727
H 0.156 2.723 0.582
H -1.144 0.001 1.869